No. 1
The following is a quantum chemistry calculation of a single C8H15N7O2S3 molecule, from the Open Molecules 2025 dataset.

Values from the calculation:
Kohn-Sham gap = 7.7 eV
Structure (SMILES) = NC(N)=Nc1nc(CSCC/C(N)=N/S(N)(=O)=O)cs1

Each line ends with the Löwdin charge.
Cartesian coordinates (Å):
S 0.63749 -4.14434 0.44284  0.878
S 3.30312 0.54144 1.20001  0.850
S -1.87206 2.45713 -1.48370  0.385
O -0.95686 2.21294 -2.37379  -0.218
O -2.97835 1.75387 -1.53216  -0.209
N 0.92247 -1.42686 0.74302  0.011
N -0.71195 -0.53007 -1.63148  0.191
N -1.14596 2.08109 0.19425  -0.012
N 1.05936 1.79948 -0.90999  0.103
N -2.08768 3.95791 -1.06314  -0.035
N -2.91397 -1.12589 -1.36397  0.160
N -1.37964 -2.21756 -0.32844  0.055
C 1.90644 -2.05162 1.50177  -0.539
C -0.03542 -2.40468 0.28523  -0.453
C -1.63125 -1.16332 -1.05032  -0.672
C 1.99297 -3.39723 1.56934  -0.284
C 0.15650 1.94315 0.36889  -0.267
C 0.46962 1.26686 1.77674  -0.203
C 2.82243 -1.10660 2.09487  -0.372
C 1.83394 1.49646 2.03206  -0.468
H -0.79291 0.30649 -2.17488  0.057
H 0.70386 2.21053 -1.63513  -0.066
H 3.66154 -1.82766 2.16699  0.096
H 2.22521 2.59579 1.84372  0.119
H 0.30608 0.17436 1.71550  0.099
H 2.48062 -1.04121 3.00872  0.032
H -3.01152 -0.13354 -1.64306  0.070
H 2.12204 1.38949 3.01830  0.034
H 2.78372 -4.11225 1.66905  0.044
H -3.56800 -1.53794 -0.68677  0.131
H -0.31895 1.63287 2.26572  0.071
H 2.08571 1.67928 -0.39894  0.070
H -2.32483 4.43296 -1.94741  0.104
H 0.38073 -0.65756 -1.36728  0.185
H -2.83191 4.21835 -0.52551  0.052

***

No. 2
The following is a quantum chemistry calculation of a molecular structure, C8H15NO2P2, from the Open Molecules 2025 dataset.

Values from the calculation:
Kohn-Sham gap = 8.4 eV

Each line ends with the Löwdin charge.
Cartesian coordinates (Å):
P 1.49812 -2.31717 0.00280  0.889
P 3.24753 -0.27757 1.42026  0.885
O -3.70092 0.48730 1.18500  0.074
O 0.67939 0.14533 0.56042  -0.302
N -1.82971 -0.04511 2.25914  0.182
C 1.83985 -0.43459 0.20458  -0.852
C -2.50743 0.38165 1.19157  -0.518
C -1.62217 0.95950 -0.09287  -0.388
C -2.57297 0.78261 -1.26251  -0.045
C 4.41393 -1.09810 0.54143  -0.387
C 2.09473 -2.64690 -1.49707  -0.380
C -1.43182 2.39441 0.37379  -0.014
C -0.33619 0.11750 -0.36919  -0.218
H 2.00894 -3.62046 -2.00747  0.000
H 4.38281 -1.16702 -0.59496  0.023
H -1.96296 3.05259 -0.26358  0.074
H -3.54217 1.13424 -1.05271  0.073
H -0.41542 2.71832 0.33631  0.076
H 2.19155 -0.12752 -1.12821  0.171
H -2.47588 -0.22693 -1.49206  0.067
H 2.56101 -1.94947 -2.14290  -0.030
H -0.95216 -0.54240 2.17662  0.102
H -2.29163 1.37681 -2.13571  0.095
H 0.07819 0.44056 -1.34694  0.137
H -0.69553 -0.96836 -0.27922  0.114
H -1.76422 2.45623 1.40269  0.085
H -2.31703 0.11572 3.12568  0.118
H 5.42216 -1.14119 0.88512  -0.033

***

No. 3
The following is a quantum chemistry calculation of 2 unconnected molecules or ions with the total composition C8H15NP, from the Open Molecules 2025 dataset.

Values from the calculation:
Kohn-Sham gap = 3.0 eV
Total charge = +1

Each line ends with the Löwdin charge.
Cartesian coordinates (Å):
P -3.00378 0.08875 -2.19189  1.021
N 1.52734 2.88628 3.92989  -0.216
C 0.96449 1.75911 3.27393  -0.167
C 2.10956 3.99439 3.18450  -0.137
C -2.72370 -2.84552 -2.70333  -0.123
C -2.86004 -1.53854 -2.29702  -0.368
C -1.50133 -3.46653 -2.75511  0.026
C 0.95095 -0.71069 -1.80553  0.037
C -0.20623 -2.77423 -2.74710  -0.144
C -0.10710 -1.52568 -1.79130  -0.206
H 0.98274 0.05941 -1.02962  0.071
H 0.07435 -2.43374 -3.75767  0.157
H 1.46929 4.89483 3.08668  0.064
H 3.07706 4.19504 3.82601  0.112
H -0.79410 -1.56573 -0.96039  0.084
H 1.54329 1.61625 2.39473  0.038
H -3.52723 0.15377 -0.90458  -0.072
H 2.26227 3.57625 2.14811  0.076
H 0.58715 -3.47125 -2.41487  0.139
H -0.03375 1.89480 2.84930  0.059
H 1.80550 -0.74759 -2.45665  0.074
H -1.54079 -4.54136 -2.84347  0.135
H 1.14725 0.83743 3.95616  0.114
H -3.68411 -3.49193 -2.83192  0.170
H 1.48092 3.15650 4.84113  0.059

***

No. 4
The following is a quantum chemistry calculation of 2 unconnected molecules or ions with the total composition C8H15O3P, from the Open Molecules 2025 dataset.

Values from the calculation:
Kohn-Sham gap = 10.0 eV

Each line ends with the Löwdin charge.
Cartesian coordinates (Å):
P -0.03350 -0.81932 0.74785  0.397
O 0.17825 0.03801 -0.54762  -0.257
O -1.63241 -1.02155 0.84011  -0.234
O 0.46755 -0.26872 2.02025  -0.264
C 0.82875 -2.22094 0.26503  -0.219
C 0.71151 1.40892 -0.56273  -0.184
C 2.05587 -2.13920 -0.26627  -0.007
C -2.68028 -1.12584 -0.18464  -0.215
C -3.25084 0.32233 -0.39505  -0.060
C -0.47834 2.41219 -0.94233  -0.061
C 3.62125 0.39090 1.41679  -0.159
C 4.19465 0.05748 0.29744  0.072
H -1.06220 2.58103 -0.05665  0.056
H -3.96518 0.39544 -1.19854  0.073
H -2.33865 0.89259 -0.40970  0.014
H 2.40422 -3.11896 -0.29841  0.038
H -1.22604 1.90151 -1.59722  0.073
H 2.58276 -1.08364 -0.61326  0.081
H 1.07386 1.53148 0.55496  0.125
H 3.83653 0.98889 2.33706  0.082
H -2.27277 -1.49625 -1.25483  0.153
H -3.35184 -1.88925 0.21989  0.105
H -3.80176 0.58291 0.51645  0.081
H -0.17276 3.38463 -1.31447  0.068
H 2.53204 0.05472 1.32591  0.029
H 0.25683 -3.19507 0.38768  0.111
H 1.52247 1.43571 -1.28770  0.104

***

No. 5
The following is a quantum chemistry calculation of a single C8H16 molecule, from the Open Molecules 2025 dataset.

Values from the calculation:
Kohn-Sham gap = 10.0 eV
Structure (SMILES) = C/C=C(\C)CCCC

Each line ends with the Löwdin charge.
Cartesian coordinates (Å):
C -0.35421 0.67100 0.88000  -0.165
C 0.46336 -1.55735 -0.01903  -0.137
C -0.45617 -1.46290 2.26241  -0.069
C -0.91378 1.12165 -0.50764  -0.193
C 0.19214 1.61000 -1.50934  -0.285
C 0.86996 -2.99783 0.05196  -0.096
C -0.00585 -0.80532 0.96693  -0.291
C 0.19959 3.07798 -1.76986  -0.120
H 0.13197 0.93534 -2.36565  0.098
H 0.71024 -1.10095 -0.97607  0.099
H 0.51722 -3.55862 -0.81904  0.072
H -1.09939 -0.88020 2.92180  0.067
H 0.35120 -1.74526 2.95217  0.082
H -1.74162 1.81003 -0.35634  0.097
H -0.82727 3.41042 -1.95822  0.074
H -1.36438 0.21747 -0.92720  0.098
H 1.95992 -3.08706 -0.00345  0.077
H -0.98438 -2.39571 2.05822  0.072
H 1.10986 1.24545 -1.02403  0.097
H 0.55223 1.22107 1.12752  0.115
H 0.87646 3.27349 -2.60139  0.072
H -1.17776 0.89608 1.55646  0.098
H 0.52928 -3.53944 0.93130  0.060
H 0.46141 3.64065 -0.87151  0.077

***

No. 6
The following is a quantum chemistry calculation of a molecular structure, C8H16AlO4, from the Open Molecules 2025 dataset.

Values from the calculation:
2S+1 = 2
Kohn-Sham gap (alpha / beta) = 7.6 / 9.9 eV
Total charge = +2

Each line ends with the Löwdin spin population.
Cartesian coordinates (Å):
Al -0.00055 0.46009 0.67515  0.006
O 1.26969 0.40656 -0.79757  0.057
O -0.86286 -1.25094 0.31504  0.091
O 1.35690 0.75193 1.89290  0.003
O -1.74543 1.20892 0.17478  0.000
C 1.21741 -2.36509 -0.00664  -0.039
C -2.26453 2.52195 0.38493  0.000
C -2.09890 -1.06546 -0.39534  0.008
C -0.17487 -2.42517 0.07988  0.476
C -2.74268 0.18574 0.14692  0.000
C 2.37121 1.17339 -0.25039  0.006
C 2.56398 0.76686 1.20675  0.001
C 1.58314 -0.79513 -1.43939  0.336
H -1.87555 -0.96463 -1.46620  0.001
H -1.41057 3.19795 0.49321  0.000
H 2.07993 2.22907 -0.32906  0.001
H 1.70572 -1.90361 0.86292  0.010
H 3.29714 1.46847 1.64846  0.000
H -3.13258 0.03390 1.16385  0.000
H 3.26391 1.00986 -0.86765  0.000
H -2.75384 -1.92978 -0.23066  0.001
H 3.02765 -0.24181 1.22273  0.000
H -0.76813 -3.18976 -0.42402  0.022
H 1.67640 -3.24629 -0.46073  -0.005
H -2.87876 2.54117 1.29576  0.000
H -2.86763 2.81818 -0.48326  0.000
H -3.56727 0.48765 -0.51293  0.000
H 1.07316 -0.89722 -2.40015  0.012
H 2.65793 -0.98682 -1.49929  0.010

***

No. 7
The following is a quantum chemistry calculation of a single C8H16BBrClNO5S molecule, from the Open Molecules 2025 dataset.

Values from the calculation:
Kohn-Sham gap = 9.6 eV
Structure (SMILES) = CC[C@H](Cl)[C@]1(B(O)N(C)C)OS(=O)(=O)O[C@]1(C)Br

Each line ends with the Löwdin charge.
Cartesian coordinates (Å):
Br 2.23705 -2.54249 -0.99418  0.851
Cl 2.44375 1.45390 0.31164  0.748
S -1.01730 -2.35993 -0.45263  0.582
O -0.22114 -1.71244 -1.70106  -0.195
O -2.40511 -2.14167 -0.59767  -0.206
O -0.73566 -3.72625 -0.25598  -0.221
O -0.37999 -1.43762 0.69707  -0.145
O -0.71840 1.77743 0.94148  0.143
N -1.41118 0.91250 -1.23364  -0.095
C 0.50507 -0.40551 0.14754  -0.358
C 0.92274 -1.04519 -1.17963  -0.759
C -1.12109 2.19758 -1.93158  -0.052
C -2.81002 0.93291 -0.73581  -0.068
C 1.72134 -0.05418 0.99115  -0.594
C 1.51465 -0.17227 -2.26515  -0.091
C 1.46570 0.19657 2.46812  -0.261
C 1.01780 -1.05699 3.23886  -0.073
B -0.56238 0.81546 -0.04860  -0.559
H -1.83889 2.97482 -1.68831  0.088
H -0.06968 -1.10140 3.20322  0.068
H 1.36517 -1.98380 2.79198  0.083
H 1.38193 -0.67188 -3.21811  0.100
H 0.78156 1.01237 2.66699  0.098
H -3.46221 0.77427 -1.59140  0.098
H -3.04425 1.88847 -0.26402  0.085
H -0.11174 2.51140 -1.66559  0.077
H 2.42160 0.50296 2.88822  0.104
H 2.50835 -0.79443 0.92923  0.062
H 1.04013 0.79946 -2.34354  0.065
H -1.10278 1.98909 -2.99905  0.089
H -1.14529 1.37443 1.71653  0.130
H -3.00012 0.11106 -0.05231  0.073
H 2.56765 -0.03866 -2.06511  0.056
H 1.26272 -0.97995 4.29134  0.076

***

No. 8
The following is a quantum chemistry calculation of a single C8H16BNO molecule, from the Open Molecules 2025 dataset.

Values from the calculation:
Kohn-Sham gap = 9.8 eV
Structure (SMILES) = C=CB(CC)CC(=O)N(C)C

Each line ends with the Löwdin charge.
Cartesian coordinates (Å):
O 1.31586 2.43411 -0.42257  0.109
N 0.90060 0.83974 -1.92974  -0.122
C -0.05601 -0.21938 -2.26150  -0.076
C 0.57611 1.58954 -0.77978  -0.522
C 1.36294 0.21535 2.79676  0.000
C -0.70444 1.36494 -0.01796  -0.019
C 2.24139 0.24990 -1.85706  -0.064
C -1.75074 -0.63106 1.61094  -0.149
C -2.24730 -1.57083 0.46668  -0.091
C 0.91048 -0.07580 1.62277  -0.091
B -0.53275 0.21548 1.08674  -0.275
H 0.31506 -0.77519 -3.10619  0.086
H -1.01952 0.20868 -2.49930  0.088
H 2.33812 -0.12477 3.08340  0.057
H -1.53036 1.13659 -0.68265  0.092
H 1.59862 -0.54505 0.93516  0.088
H -1.71086 -2.50345 0.49604  0.072
H 0.82347 0.77964 3.53438  0.066
H -0.97570 2.28165 0.48306  0.124
H 2.54858 0.01565 -2.86778  0.083
H -3.28645 -1.80040 0.65597  0.069
H -2.58061 -0.03329 1.96976  0.100
H 2.23819 -0.68548 -1.30165  0.080
H -1.40005 -1.27468 2.40567  0.089
H -0.18312 -0.94486 -1.45535  0.078
H -2.15169 -1.09506 -0.49688  0.041
H 2.96018 0.94804 -1.46893  0.086

***

No. 9
The following is a quantum chemistry calculation of 4 unconnected molecules or ions with the total composition C8H16Br8, from the Open Molecules 2025 dataset.

Values from the calculation:
Kohn-Sham gap = 10.2 eV
Structure (SMILES) = BrCCBr.BrCCBr.BrCCBr.BrCCBr

Each line ends with the Löwdin charge.
Cartesian coordinates (Å):
Br 13.58988 -16.31946 -13.03883  0.680
Br 16.41803 -18.29362 -9.94672  0.607
Br 11.73898 -18.67379 -8.58279  0.589
Br 9.20904 -13.65356 -14.94381  0.579
Br 12.22374 -11.54366 -14.53203  0.556
Br 17.56353 -18.24327 -13.66637  0.640
Br 14.95590 -15.43198 -7.79370  0.587
Br 15.59678 -20.09423 -15.99082  0.576
C 14.89900 -17.94034 -11.13832  -0.684
C 15.09861 -16.58810 -11.77092  -0.661
C 10.82991 -14.00999 -13.89770  -0.704
C 17.80739 -20.17537 -14.01117  -0.606
C 13.21689 -17.65792 -7.72917  -0.669
C 17.46841 -20.48122 -15.52260  -0.667
C 13.18154 -16.18396 -8.29328  -0.623
C 12.11045 -13.52928 -14.60939  -0.668
H 14.90850 -18.79333 -11.81686  0.049
H 12.36067 -15.62452 -7.84461  0.060
H 18.86156 -20.28589 -13.75699  0.046
H 15.95989 -16.52716 -12.43618  -0.030
H 13.16191 -17.75546 -6.64494  0.058
H 17.18736 -20.76047 -13.33196  0.055
H 10.66157 -13.52382 -12.93676  0.047
H 12.13810 -13.71552 -15.68301  0.047
H 14.15542 -18.06250 -8.10810  -0.020
H 15.05693 -15.68016 -11.16925  0.045
H 10.78405 -15.08097 -13.70020  0.024
H 13.15526 -16.25206 -9.38083  0.019
H 17.67046 -21.51697 -15.79554  0.052
H 12.97299 -13.92394 -14.07239  -0.030
H 14.04473 -17.98196 -10.46260  0.001
H 18.13210 -19.83377 -16.09568  0.045

***

ΔE to the lowest compared entry with this formula, charge and spin, respectively: 992.17, 273.68, 496.09, 309.01, 54.61, 0.00, 0.00, 263.15, 70.57 kJ/mol.
E, respectively: -55562.20448, -32697.37975, -19305.00254, -23966.07169, -8554.54502, -23323.87721, -114359.79177, -12768.40806, -568895.45484 eV.